Entry 1:
The following is a DFT calculation (ωB97M-V with the def2-TZVPD basis set) of the molecule C2H3N3S at a distorted geometry.

```
9
Properties=species:S:1:pos:R:3:forces:R:3
N -0.76614 0.19901 0.24889 -3.469 2.749 1.032
H -2.44766 1.16124 0.58965 1.295 0.212 -0.441
C 1.18745 0.43848 -0.78702 3.328 1.814 -1.989
C 0.93962 -0.88609 -0.55380 -0.698 -1.524 0.841
N -1.93088 0.28143 0.69403 0.868 -2.179 0.238
S 2.46247 0.42497 0.35041 -0.770 0.571 -0.678
H 1.16217 1.16468 -1.69475 -0.599 -1.341 1.918
N -0.10132 -0.95517 0.33029 -0.739 -2.274 0.327
H -0.50570 -1.82857 0.82230 0.784 1.972 -1.248
```
Forces are in eV/Å.

SMILES = [H]/N=N/NC1=CS1
energy = -17422.1247 eV
total charge = 0
multiplicity = 1
energy relative to the best compared isomer or geometry (same formula, charge and spin) = 5.672 eV



Entry 2:
The following is a DFT calculation (ωB97M-V with the def2-TZVPD basis set) of a structure of composition C16H16N2O3PPdS2.

```
41
Properties=species:S:1:pos:R:3:forces:R:3
S 1.09565 -0.04469 -1.82088 -0.036 -0.058 0.122
S -0.45871 -2.87775 -0.59970 0.015 -0.035 0.076
H 1.30399 0.50914 3.03465 -0.039 0.066 0.044
C 2.05101 1.15122 2.56719 -0.010 0.012 -0.026
H 4.73475 -2.11759 2.18965 0.050 0.008 -0.001
C -1.17806 -0.46658 1.58221 -0.046 -0.026 0.014
H -2.58593 3.06335 0.89937 0.012 0.004 -0.006
C -2.18517 2.07613 1.09384 -0.043 -0.060 -0.015
H 5.69864 -0.70759 1.76614 0.001 0.027 -0.018
N 1.65387 1.31193 1.14595 0.212 -0.259 0.136
H -3.22838 -2.00159 -1.30142 0.003 0.003 0.002
C -1.64795 0.31170 2.63432 0.070 0.000 0.017
C -2.14878 1.58236 2.39401 0.028 0.034 -0.018
Pd 2.48142 -0.30297 0.12208 -0.347 0.449 -0.538
H -2.51188 2.18858 3.21458 -0.001 0.000 0.003
H -4.77229 -0.18299 -4.86118 -0.001 0.000 -0.001
C -1.21218 0.01989 0.28216 -0.027 0.011 -0.029
C -3.96165 -0.33182 -4.15835 -0.007 -0.004 0.003
C 4.85131 -1.76497 0.08147 -0.022 0.101 0.028
C -2.73689 0.28103 -4.36911 0.001 0.004 -0.005
H -0.73903 0.57128 -3.62481 -0.003 -0.008 -0.011
O 4.11097 0.60058 3.69481 -0.020 0.000 0.042
H -2.58548 0.90816 -5.23907 0.000 0.002 0.001
C -1.72666 1.29452 0.04290 0.069 0.022 0.013
N 3.60313 -0.41681 1.69371 0.196 0.110 0.136
C -1.87433 -0.71982 -2.35359 0.022 -0.006 -0.013
C -3.10419 -1.34445 -2.15388 0.004 -0.007 0.001
C -1.69655 0.09157 -3.46671 0.008 0.023 0.011
C 3.40003 0.42258 2.70592 -0.034 -0.101 -0.125
C 4.77757 -1.24357 1.53130 -0.076 -0.046 -0.053
O 3.80408 -1.55879 -0.67623 0.086 -0.164 0.250
H 2.07569 2.10293 3.09790 0.061 -0.008 0.018
H -0.78817 -1.46340 1.75181 0.004 -0.005 -0.001
H -1.61405 -0.07553 3.64539 -0.009 -0.003 -0.002
H 0.66154 1.48738 1.03540 -0.069 -0.100 0.013
C -4.14411 -1.14601 -3.04643 -0.005 0.003 -0.009
H -5.09661 -1.63430 -2.88130 0.000 -0.002 -0.001
H 2.15248 2.08560 0.71814 -0.053 0.039 0.052
H -1.75741 1.67495 -0.97199 0.007 0.010 0.019
O 5.85683 -2.33863 -0.29355 -0.002 -0.086 0.016
P -0.55851 -0.99503 -1.10668 0.005 0.053 -0.140
```
Forces are in eV/Å.

energy = -60419.1139 eV
total charge = -1
multiplicity = 1
energy relative to the best compared isomer or geometry (same formula, charge and spin) = 0.000 eV



Entry 3:
The following is a DFT calculation (ωB97M-V with the def2-TZVPD basis set) of a structure of composition C22H22IN8O7S4Y.

```
65
Properties=species:S:1:pos:R:3:forces:R:3
O -0.27475 6.87532 1.31825 -0.014 -0.003 -0.023
H -0.12297 -5.81451 -1.01204 0.009 0.007 -0.011
N -6.47030 0.61384 -1.53370 0.001 0.012 0.006
S 0.83733 -1.52690 2.10677 -0.053 -0.041 0.059
N -1.04456 5.94359 1.41958 0.012 0.033 0.093
C -2.37647 2.95363 -2.52318 -0.015 -0.009 0.006
H -0.37086 2.33817 -2.12448 0.019 0.015 -0.009
S 3.10098 -1.31132 -0.38251 0.063 0.057 0.037
H 2.82231 -2.87501 2.30732 0.003 0.005 -0.013
C -1.41456 2.06756 -2.06803 0.039 0.000 0.033
O -1.41245 -0.00784 1.03245 -0.004 0.122 -0.040
C 1.50819 3.33623 -3.37807 0.069 0.020 0.079
H 0.32558 -5.18844 0.56607 -0.007 -0.002 0.001
H -2.09997 -5.16884 0.37040 0.004 0.013 0.014
N 2.71222 3.07859 0.18577 0.129 0.221 -0.131
C -1.39732 -3.05611 2.26310 -0.029 -0.032 -0.021
H 0.59671 -3.92232 2.17567 0.006 0.008 -0.011
C 0.08132 -3.08137 2.63700 0.027 0.024 0.015
I -1.44548 -2.22016 -3.05582 -0.053 0.036 -0.013
H -4.49530 3.25446 -2.74566 -0.004 -0.002 0.008
C 0.82563 4.45408 0.81650 0.031 0.007 -0.022
O 0.98971 0.86703 0.39274 0.010 -0.071 -0.131
C -4.01710 1.36755 -1.83040 0.083 0.056 -0.003
O 3.00061 2.33711 -0.72655 -0.030 -0.065 0.074
N 1.26202 0.23804 -2.44623 -0.130 -0.252 -0.196
N 1.92159 2.15483 -3.81767 -0.116 -0.012 -0.006
C 2.60469 -1.81040 2.37362 -0.008 0.011 0.025
S -1.79883 -2.80655 0.51099 -0.005 -0.074 -0.033
H -2.35222 3.65229 1.66561 -0.006 -0.006 0.002
H 4.48716 -1.17047 1.55471 0.000 0.007 -0.009
O -2.21932 6.03403 1.71700 -0.007 0.005 -0.039
S 1.01620 -3.71120 -1.16124 0.029 -0.041 -0.043
N -1.71926 1.14807 1.37255 -0.129 -0.104 0.186
N 1.13888 4.36549 -2.99330 -0.034 -0.003 -0.019
H 3.23204 0.06000 1.48238 -0.005 -0.005 0.012
C 3.42410 -1.00771 1.37064 0.038 -0.003 -0.014
C 1.56648 1.15921 -3.10043 0.166 0.063 0.088
C 3.58374 -3.04979 -0.56119 -0.010 0.006 0.009
C -5.38013 0.94919 -1.66644 -0.040 -0.047 0.000
C -0.82863 2.24490 1.10518 0.161 0.046 -0.002
H 0.16873 -3.18113 3.72009 0.018 0.010 -0.001
C -3.70497 2.59900 -2.40551 -0.030 0.009 -0.014
O 3.50037 3.76631 0.80955 -0.040 -0.088 0.019
C -0.51025 4.60230 1.18128 0.009 -0.048 -0.033
H -2.06609 3.89549 -2.95322 0.005 -0.001 0.005
C -2.98709 0.53755 -1.41227 -0.001 0.004 -0.067
C 2.51504 -4.07690 -0.21080 0.011 0.021 -0.049
Y 0.09618 -0.84784 -0.80697 0.011 0.019 0.201
H 2.86478 -1.48596 3.38196 -0.005 0.000 0.001
H 3.86196 -3.15454 -1.61083 -0.004 0.003 0.001
C -1.32926 3.51765 1.34864 -0.042 -0.004 0.002
H -3.20401 -0.43001 -0.97714 -0.020 0.003 -0.009
N -1.70244 0.87948 -1.53050 0.064 0.026 -0.066
C 0.51122 2.00903 0.65319 -0.076 0.203 0.079
C -0.11244 -4.91646 -0.39374 0.071 -0.031 0.019
H 2.87316 -5.07186 -0.48145 -0.021 -0.006 -0.006
H 1.47011 5.31649 0.72423 0.001 -0.004 -0.013
H -1.88113 -3.97728 2.59091 0.001 0.002 0.003
H -2.03255 -4.34978 -1.18880 -0.005 -0.009 -0.002
O -2.76040 1.36567 1.94719 0.047 0.008 -0.033
C 1.30134 3.20006 0.56433 -0.130 -0.128 0.002
C -1.54537 -4.43653 -0.21966 -0.058 -0.009 0.004
H 4.48665 -3.21855 0.02808 -0.002 0.005 0.001
H -1.89482 -2.22925 2.77193 0.006 0.003 0.000
H 2.28429 -4.07718 0.85214 -0.011 0.009 -0.005
```
Forces are in eV/Å.

energy = -101906.0996 eV
total charge = 0
multiplicity = 1



How do the records compare in Kohn-Sham gap? In the order shown, they have 8.14 7.83 6.92 eV.